1.
Computed, not measured: C27H45N3O3PS2W as an isolated structure in a non-equilibrium geometry, with ωB97M-V with the def2-TZVPD basis set.

HOMO energy = -16.30 eV
Relative energy (zero: lowest compared OMol25 entry of this formula, charge and spin) = 163.91 kJ/mol
Multiplicity = 1
Total charge = +3
E = -72102.87112 eV

Each line ends with the Mulliken charge.
CARTESIAN COORDINATES (ANGSTROEM)
1 O -1.729 -0.533 -0.559  -0.973
2 H -0.391 -2.501 0.406  0.167
3 H 4.313 -1.111 -2.412  0.615
4 H 2.196 2.056 3.900  0.723
5 C -5.030 -3.002 -1.502  -1.136
6 C 1.006 -3.621 -0.815  -1.399
7 C -4.769 -1.203 2.412  -1.219
8 C 4.282 1.184 2.569  -1.809
9 O 0.497 -1.232 -0.988  -0.209
10 H 3.300 -2.342 0.216  0.263
11 S -1.625 1.961 -1.739  -0.446
12 H -6.670 -2.676 1.425  0.346
13 O -2.401 -0.422 1.543  0.036
14 C -2.882 -2.205 -2.378  -0.629
15 H 5.488 0.815 0.461  0.314
16 C -3.769 -1.637 0.027  0.171
17 H 2.070 2.898 2.367  0.336
18 C 0.586 -2.395 -0.060  0.180
19 H -3.846 3.568 -1.782  0.249
20 H -1.730 4.304 0.985  0.298
21 C -5.890 -2.552 0.685  -1.194
22 C 2.473 -0.499 2.989  -1.494
23 C -2.201 3.182 -0.687  0.814
24 H 0.865 1.668 2.847  0.118
25 C 1.927 1.929 2.850  -1.510
26 H 3.110 -1.326 2.676  0.320
27 H -1.919 -2.619 -2.055  -0.231
28 C 2.863 4.399 -1.062  -0.778
29 H 4.364 1.304 3.652  0.574
30 C 2.079 4.290 -2.224  -1.017
31 H -7.796 -3.542 -1.721  0.363
32 H 2.641 -0.352 4.059  0.549
33 H -4.666 -0.117 2.406  0.281
34 H 4.601 2.125 2.117  0.269
35 H -2.719 -1.196 -2.756  0.182
36 S -0.966 0.399 1.764  -0.489
37 H -7.943 -4.048 -0.034  0.391
38 H 4.897 1.515 -1.059  0.320
39 H -5.707 -1.443 2.904  0.449
40 H -6.970 -4.989 -1.173  0.376
41 H 3.624 3.446 0.691  0.301
42 C -7.260 -3.980 -0.877  -1.484
43 C 2.816 0.820 2.271  1.864
44 H -0.130 -1.472 -1.692  0.278
45 N -3.311 3.834 -0.967  -0.401
46 H 4.550 -1.553 1.185  0.374
47 H 1.144 1.097 -1.974  1.014
48 C 2.995 3.343 -0.183  -0.794
49 H 0.054 2.944 1.497  0.405
50 C 5.076 0.586 -0.515  -1.503
51 H -3.959 -1.606 3.019  0.275
52 H 1.295 -2.093 0.704  0.202
53 H 5.845 0.039 -1.070  0.550
54 C 3.475 -0.564 -1.971  -1.619
55 H 0.282 -3.873 -1.595  0.334
56 P 2.448 0.586 0.447  1.844
57 C -4.780 -1.796 1.016  0.997
58 H 2.584 -1.160 -2.117  0.113
59 H 3.396 5.323 -0.868  0.552
60 C -2.608 -0.847 0.296  1.026
61 H 0.416 3.545 0.002  0.429
62 H 1.042 -4.464 -0.122  0.461
63 H 4.982 0.406 2.284  0.410
64 C -3.902 -2.256 -1.256  0.604
65 H 3.391 0.371 -2.529  0.365
66 H -5.137 -3.489 -2.465  0.478
67 C 3.837 -0.323 -0.500  2.279
68 N -0.224 2.938 0.519  -0.626
69 C 1.542 2.056 -1.603  -0.781
70 H 2.007 5.127 -2.909  0.500
71 C 1.411 3.121 -2.503  -0.970
72 H 1.432 -0.798 2.864  0.200
73 C 4.154 -1.666 0.179  -1.772
74 N -1.526 3.482 0.430  -0.623
75 H -3.230 -2.819 -3.203  0.531
76 H 0.797 3.026 -3.389  0.629
77 H 4.928 -2.161 -0.414  0.536
78 W -0.036 0.718 -0.223  1.079
79 C -6.042 -3.162 -0.553  0.214
80 C 2.346 2.130 -0.459  -0.021
81 H -3.651 4.615 -0.425  0.225
82 H 1.987 -3.507 -1.275  0.357

2.
Computed, not measured: C27H45OReSi4Te as an isolated structure in a non-equilibrium geometry, with ωB97M-V with the def2-TZVPD basis set.

HOMO energy (spin up / spin down) = -10.12 / -10.30 eV
Multiplicity = 4
Total charge = +1
E = -71701.15359 eV

Each line ends with the Mulliken charge.
CARTESIAN COORDINATES (ANGSTROEM)
1 C -1.513 5.183 -1.031  0.273
2 Si 0.003 -2.519 3.263  0.354
3 C -2.241 2.536 2.143  -1.135
4 H 3.124 -5.095 1.513  0.288
5 H -1.027 -0.772 -3.133  0.477
6 O -0.571 3.614 -1.171  -0.486
7 H -2.415 -3.673 0.438  0.343
8 H 0.280 -0.209 4.218  0.201
9 H -2.196 -4.065 -1.280  0.458
10 H 5.172 -1.512 2.410  0.397
11 H 5.043 -2.371 -0.295  0.405
12 Re -1.007 1.960 0.490  0.918
13 H -2.254 -1.484 2.811  0.218
14 C -3.034 6.484 -2.501  -0.512
15 H 1.757 -1.166 4.453  0.190
16 H 0.053 -6.186 -0.272  0.397
17 Si 3.225 -2.568 1.344  0.293
18 H 1.356 2.893 -3.040  0.472
19 H 0.325 -1.485 5.459  0.387
20 H 1.606 -1.465 -3.177  0.500
21 H 0.078 -5.047 3.303  0.227
22 C 1.984 0.745 -3.085  -1.188
23 C -1.877 -2.449 3.170  -0.937
24 H -2.238 -0.585 0.858  0.352
25 H 1.320 -5.621 0.828  0.141
26 C -1.832 1.146 2.258  0.326
27 H -2.398 5.018 -0.422  0.202
28 H -0.366 6.553 -5.323  0.394
29 Si 0.008 -3.739 -0.256  0.482
30 C -2.342 7.177 -4.717  -0.352
31 H 0.376 -3.041 -2.625  0.202
32 C 0.660 -1.213 4.446  -0.898
33 C 3.953 -2.489 -0.393  -0.936
34 C -0.248 1.340 -3.106  -0.595
35 H 1.873 -3.732 -1.959  0.165
36 H 1.517 -4.368 4.088  0.277
37 H -4.256 7.656 -3.829  0.377
38 H 3.068 0.791 -3.063  0.420
39 H 0.133 5.358 -3.191  0.069
40 H -3.547 1.187 -0.661  0.507
41 H 0.581 5.280 -1.025  0.325
42 H -0.376 -5.639 1.360  0.271
43 H 3.924 -0.277 2.109  0.284
44 H -0.050 -4.323 4.914  0.404
45 H -1.155 1.934 -3.111  0.553
46 C 3.586 -4.274 2.073  -1.107
47 C -3.006 2.683 0.920  -0.601
48 H -2.051 -2.381 -0.734  0.130
49 C -1.837 -3.423 -0.460  -1.052
50 C -3.065 1.396 0.256  -1.127
51 H 4.676 -4.417 2.032  0.414
52 H -2.013 3.301 2.828  0.494
53 H -2.296 -3.238 2.533  0.247
54 C 4.090 -1.308 2.449  -1.045
55 H -1.299 0.726 3.051  0.290
56 H -3.785 6.455 -1.703  0.332
57 H 3.570 -1.638 -0.973  0.136
58 C -0.210 4.793 -0.521  -0.860
59 C -1.110 6.542 -4.531  -0.722
60 H 0.530 -4.795 -2.417  0.488
61 C 1.209 -0.454 -3.135  0.000
62 H -0.191 4.759 0.542  0.348
63 C 0.287 -5.446 0.508  -0.916
64 H -2.551 7.700 -5.643  0.395
65 C -0.828 5.870 -3.343  -0.126
66 H -3.466 3.572 0.577  0.937
67 H 3.762 -3.410 -0.959  0.316
68 H -2.268 -2.600 4.187  0.409
69 C -1.791 5.786 -2.300  0.974
70 H 3.283 -4.358 3.123  0.293
71 H 3.771 -1.380 3.497  0.296
72 C 0.441 -4.228 3.934  -0.960
73 C -0.178 -0.086 -3.128  -0.543
74 C -3.297 7.159 -3.696  -0.620
75 C -2.342 0.432 1.070  0.157
76 Te 1.108 0.532 0.643  -0.599
77 Si 0.932 -2.066 1.149  0.122
78 C 1.083 1.852 -3.071  -0.017
79 C 0.781 -3.821 -1.969  -0.994

3.
Computed, not measured: C27H45OSi4TeTi as an isolated structure in a non-equilibrium geometry, with ωB97M-V with the def2-TZVPD basis set.

HOMO energy (spin up / spin down) = -4.64 / -4.28 eV
Multiplicity = 2
Total charge = 0
E = -92686.72093 eV

Each line ends with the Mulliken charge.
CARTESIAN COORDINATES (ANGSTROEM)
1 C 7.929 -0.782 -4.474  -0.477
2 H -4.681 -1.135 3.946  0.204
3 C -1.020 3.473 2.822  -1.169
4 H -5.362 0.150 -1.696  0.435
5 C -1.275 -1.222 -1.329  0.578
6 Si -2.252 -0.729 3.644  0.934
7 C 2.990 0.815 0.208  -0.489
8 H -2.146 3.512 -0.251  0.297
9 H 5.443 -1.953 -0.966  0.223
10 H -3.914 3.387 0.041  0.202
11 Te -0.777 -0.388 0.709  -0.625
12 C -5.912 0.477 1.397  -1.174
13 H -1.670 1.159 -1.131  0.715
14 H 1.050 -1.040 -3.833  0.308
15 C -1.818 -2.464 3.133  -0.875
16 H 3.490 -1.264 1.112  0.411
17 H 5.492 -3.108 -2.452  0.280
18 C -0.147 -1.781 -2.010  -0.992
19 C -4.461 -2.045 0.460  -1.079
20 H 1.719 2.702 0.008  0.400
21 C 6.551 -2.262 -6.415  -0.508
22 C 1.014 1.109 1.415  1.186
23 H -1.198 4.541 3.023  0.420
24 C 1.562 -0.283 1.707  -1.070
25 C 5.929 -2.002 -5.185  -0.374
26 H -4.968 2.778 2.955  0.253
27 H -3.576 0.084 -1.846  0.340
28 H -0.176 3.392 2.123  0.380
29 C 0.427 -0.802 -2.874  -0.470
30 H -1.148 1.072 4.943  0.191
31 H 6.006 -2.829 -7.177  0.354
32 C 5.980 -0.967 -2.887  -0.104
33 H -2.980 4.767 0.707  0.425
34 H 0.034 1.448 -3.090  0.525
35 H 4.002 1.118 -0.230  0.377
36 C -0.123 0.513 -2.536  -1.374
37 H -5.944 0.139 2.440  0.276
38 H -3.600 -2.484 -0.055  0.316
39 H -4.021 4.209 3.481  0.423
40 H -5.373 -2.304 -0.104  0.408
41 H 4.908 -2.345 -4.994  0.345
42 Si -4.452 -0.195 0.464  1.175
43 Si -2.893 0.636 1.894  -0.128
44 H -4.167 0.366 4.793  0.239
45 H -2.613 -2.943 2.546  0.251
46 H 9.561 -0.690 -5.882  0.348
47 H -3.773 2.630 4.287  0.214
48 C -3.996 3.119 3.330  -0.992
49 H -1.699 -1.782 -0.447  -0.135
50 Ti 1.387 -0.202 -0.888  0.083
51 Si -2.617 2.875 2.105  1.256
52 C 2.746 -0.435 0.934  -0.788
53 C 7.853 -1.801 -6.675  -0.401
54 C -4.408 0.484 -1.254  -0.965
55 C 6.607 -1.241 -4.188  0.449
56 H -4.536 -2.463 1.473  0.255
57 H 0.175 1.693 1.837  -0.607
58 C -3.881 -0.661 4.530  -1.116
59 H -4.373 1.580 -1.277  0.232
60 C -0.886 0.055 4.620  -0.945
61 C -1.170 0.332 -1.575  -0.202
62 H -5.942 1.573 1.358  0.198
63 H -3.706 -1.240 5.450  0.431
64 H 1.034 -1.132 2.204  0.499
65 H 6.401 -0.106 -2.331  0.378
66 H 8.336 -2.012 -7.634  0.350
67 C 5.401 -2.098 -2.043  -0.381
68 H 0.073 0.078 4.088  0.269
69 H 8.443 -0.204 -3.686  0.294
70 C 1.848 1.670 0.400  -0.897
71 O 4.526 -1.173 -2.731  -0.391
72 H -0.760 2.973 3.762  0.324
73 H -0.870 -2.529 2.582  0.231
74 H -0.782 -0.587 5.511  0.413
75 H -1.703 -3.006 4.086  0.444
76 C -2.951 3.688 0.476  -1.102
77 H 0.042 -2.919 -2.019  0.334
78 C 8.543 -1.058 -5.694  -0.465
79 H -6.775 0.065 0.851  0.425

4.
Computed, not measured: C27H46BN8OPdS3 as an isolated structure in a non-equilibrium geometry, with ωB97M-V with the def2-TZVPD basis set.

HOMO energy (spin up / spin down) = -16.03 / -16.03 eV
Relative energy (zero: lowest compared OMol25 entry of this formula, charge and spin) = 0.00 kJ/mol
Multiplicity = 5
Total charge = +3
E = -79354.11830 eV

Each line ends with the Mulliken charge.
CARTESIAN COORDINATES (ANGSTROEM)
1 C 1.491 -3.788 0.334  -0.752
2 S 0.573 -0.378 -1.679  0.270
3 H 4.056 0.010 3.724  0.399
4 H -5.267 -1.546 2.165  0.394
5 H 2.394 -1.603 -5.283  0.514
6 Pd -0.409 -0.660 0.699  0.378
7 H -0.579 1.961 -5.758  0.600
8 H -0.540 3.419 3.626  0.380
9 S 0.679 1.706 0.297  0.000
10 N -1.807 2.550 -0.448  0.341
11 H -1.616 -3.686 1.334  0.413
12 H 2.381 -0.313 4.193  0.295
13 N -2.565 0.011 -0.838  1.632
14 C 3.334 -4.297 1.894  -0.651
15 N -0.771 3.918 0.971  0.576
16 C -3.533 -1.976 -0.886  -0.036
17 H -4.730 -2.766 3.316  0.489
18 C 3.084 -0.309 3.356  -0.936
19 C 4.593 -3.617 2.379  -0.706
20 C -2.601 -0.485 0.458  -0.788
21 H 2.551 2.039 -4.226  0.396
22 H 0.945 -4.654 0.710  0.367
23 H -3.708 -4.450 0.270  0.489
24 H 0.367 6.335 3.093  0.449
25 H -4.529 -4.540 1.819  0.460
26 H 2.274 0.190 -6.774  0.456
27 C -1.633 1.974 -3.831  -1.372
28 C 0.412 3.607 3.126  -1.236
29 H 5.072 -1.952 3.656  0.385
30 N -3.237 -1.718 0.407  0.780
31 H 1.700 -1.608 -3.677  0.330
32 N 2.403 -3.299 1.354  0.213
33 B -2.302 1.449 -1.439  -0.418
34 C 1.404 0.627 -6.287  -2.072
35 C -1.984 4.441 0.694  -0.039
36 H 2.737 0.688 -3.086  0.291
37 C -0.678 1.645 -4.736  -0.126
38 H 2.056 3.942 0.888  0.319
39 H 2.852 -4.849 2.705  0.313
40 H 1.366 5.481 0.336  0.410
41 C -2.179 -3.165 2.110  -1.750
42 H -2.361 -3.866 2.925  0.528
43 S -2.190 0.429 1.856  0.069
44 H -0.543 6.570 1.611  0.524
45 H 5.262 -4.338 2.845  0.383
46 C 2.365 -2.031 1.807  0.344
47 H 2.742 0.400 2.609  0.217
48 C 2.647 0.956 -4.140  -1.480
49 H 0.515 0.224 -6.776  0.499
50 C 1.539 4.844 1.205  -1.494
51 C 1.459 0.259 -4.805  1.035
52 C -0.361 5.871 2.430  -2.154
53 H 3.565 0.657 -4.646  0.484
54 O 1.547 -1.167 1.339  -0.504
55 C 4.205 -2.543 3.369  -0.617
56 H -5.237 -3.567 0.541  0.525
57 H 0.856 2.656 2.833  0.098
58 C -3.520 -2.682 1.554  1.335
59 H 1.459 1.705 -6.448  0.493
60 H 3.560 -5.008 1.101  0.400
61 H -1.587 -2.350 2.524  0.390
62 H 2.043 -4.094 -0.557  0.367
63 N 3.217 -1.640 2.768  0.099
64 C -3.123 -0.912 -1.650  -1.288
65 C 0.225 4.551 1.936  1.016
66 H 1.081 4.082 3.842  0.506
67 N -1.363 1.302 -2.667  0.749
68 C -0.653 2.742 0.269  -0.152
69 H -4.028 -2.876 -1.204  0.598
70 C -4.385 -2.005 2.617  -1.604
71 N 0.191 0.772 -4.135  0.545
72 H 2.199 5.378 1.887  0.493
73 C -2.622 3.595 -0.186  -1.116
74 C 1.542 -1.263 -4.697  -1.516
75 H 0.788 -3.016 0.051  -0.025
76 H -2.340 5.367 1.109  0.608
77 H -1.278 5.729 3.006  0.506
78 H -3.850 -1.257 3.194  0.359
79 C -4.290 -3.874 0.992  -2.174
80 H 3.796 -2.988 4.280  0.298
81 H -3.356 1.836 -1.842  -0.131
82 H -2.484 2.626 -3.940  0.638
83 C -0.237 0.572 -2.863  -0.258
84 H -3.209 -0.767 -2.715  0.636
85 H 0.645 -1.735 -5.103  0.397
86 H 5.117 -3.167 1.534  0.298
87 H -3.603 3.688 -0.624  0.620

5.
Computed, not measured: C27H46BrCaCl6F5N3O13Si as an isolated structure in a non-equilibrium geometry, with ωB97M-V with the def2-TZVPD basis set.

HOMO energy = -4.97 eV
Multiplicity = 1
Total charge = -1
E = -244903.43308 eV

Each line ends with the Mulliken charge.
CARTESIAN COORDINATES (ANGSTROEM)
1 O -1.805 1.487 2.461  -0.366
2 C 0.796 5.467 -5.645  -0.994
3 H -1.534 -5.731 2.584  0.304
4 C 4.743 2.445 1.214  -0.701
5 O 2.575 3.711 -3.049  -0.537
6 F 6.553 10.228 -4.753  -0.251
7 C -2.395 -5.694 3.260  -0.365
8 C 4.015 3.125 -0.975  -0.877
9 H 1.619 -0.538 2.329  0.653
10 C 1.000 -0.459 1.438  -1.044
11 F -2.280 -0.997 -2.105  -0.298
12 F 6.117 11.728 -3.258  -0.244
13 H -2.816 1.667 0.366  0.441
14 C 5.231 9.563 -2.909  0.321
15 H -4.787 -3.499 2.997  0.310
16 H -0.451 3.766 -3.643  0.508
17 H -3.243 -7.459 2.453  0.398
18 C 5.621 10.678 -3.903  0.914
19 O -0.606 2.407 -1.219  -0.528
20 H 4.854 7.190 -2.115  0.357
21 H 5.321 2.643 2.105  0.377
22 Br -4.125 -2.624 0.507  -0.482
23 H -4.777 -7.118 4.077  0.185
24 F 4.569 11.086 -4.619  -0.247
25 Cl 6.172 -4.948 1.317  -0.098
26 C 1.658 3.929 -3.820  0.777
27 H -7.729 -5.736 5.518  0.233
28 H -1.983 -7.754 3.641  0.401
29 H 2.476 7.016 -1.342  0.349
30 H -5.198 -5.152 3.430  0.064
31 N -3.891 -7.469 4.409  -0.325
32 H -2.024 -5.266 4.207  0.363
33 C 3.249 1.965 -1.070  0.324
34 H -3.282 -5.967 5.791  0.101
35 O -5.687 -1.661 -2.581  -0.683
36 H 0.250 2.697 -4.899  0.464
37 C 3.200 1.048 -0.018  0.475
38 O -2.275 1.494 -2.381  -0.436
39 Cl -5.579 -3.074 -2.882  1.709
40 C 4.538 -5.570 1.534  0.366
41 H 3.075 8.671 -1.136  0.393
42 Cl 3.690 -4.576 2.735  -0.108
43 O -4.850 -3.246 -4.118  -0.685
44 H -0.224 -1.488 -2.833  0.595
45 C -3.658 -6.998 5.765  -0.109
46 H -0.077 4.825 -5.661  0.349
47 H 3.842 -1.974 0.944  0.426
48 C -1.346 -0.879 -1.170  0.677
49 H 0.210 -2.319 -1.367  0.236
50 H -4.628 -6.795 7.640  0.386
51 C 0.396 3.110 -3.906  -0.631
52 O -4.869 -3.735 -1.804  -0.648
53 Cl 3.676 -5.517 0.000  -0.070
54 C 3.967 1.299 1.129  -0.513
55 Cl 4.610 -7.234 2.117  -0.104
56 O -3.306 -4.817 2.640  -0.229
57 N -1.403 0.418 -0.478  1.093
58 Cl 2.187 0.884 -4.667  -0.700
59 H 5.349 4.267 0.235  0.392
60 O -5.859 -6.042 6.230  -0.324
61 H -4.088 -4.207 4.478  0.284
62 H 2.018 8.289 -2.491  0.289
63 H -2.385 2.411 -2.671  0.445
64 H 0.983 0.606 -1.936  -2.185
65 H 3.807 -2.205 -0.797  0.454
66 H 3.998 3.815 -1.800  0.773
67 H 0.448 2.304 -3.200  -0.730
68 H -2.904 -7.637 6.238  0.362
69 H 0.481 6.490 -5.418  0.282
70 C 1.197 -0.424 -1.677  2.006
71 H 3.984 0.605 1.960  0.259
72 C 2.826 7.903 -1.868  -1.144
73 Si 2.151 -0.489 -0.086  -0.340
74 H -2.547 1.769 3.018  0.330
75 H 1.906 -0.767 -2.431  0.843
76 C 3.189 -2.030 0.076  -1.019
77 H 2.523 -2.872 0.254  0.181
78 H -5.366 -8.025 6.610  0.390
79 H 2.703 1.825 -1.993  0.156
80 H -7.380 -7.426 5.933  0.321
81 C -4.396 -4.410 3.445  -0.559
82 H 2.611 5.508 -4.550  0.110
83 C -0.017 -1.339 -1.778  -1.825
84 C -6.968 -6.513 5.492  -0.693
85 C -2.864 -7.137 3.424  -1.016
86 O 5.635 9.525 -1.785  -0.519
87 C 4.026 7.556 -2.718  0.069
88 O 4.447 8.692 -3.510  -0.340
89 Ca -1.269 -1.514 2.058  1.519
90 O -6.903 -3.640 -3.013  -0.711
91 C -4.914 -7.028 6.610  -0.820
92 C -1.382 1.524 -1.406  0.067
93 H 0.287 -1.260 1.392  -0.208
94 H 3.772 6.775 -3.426  0.001
95 N 1.748 5.005 -4.660  -0.054
96 H 0.515 0.514 1.438  0.421
97 O -2.269 0.332 1.775  -0.293
98 C 4.762 3.365 0.170  -0.571
99 F -1.691 -1.812 -0.175  -0.155
100 H 1.250 5.467 -6.638  0.314
101 H -6.723 -6.703 4.442  0.296
102 C -2.593 0.607 0.401  -0.631
103 H -3.485 0.074 0.068  0.297